Version one
{
  "formula": "C9H16N",
  "method": "ωB97M-V with the def2-TZVPD basis set",
  "charge": 1,
  "smiles": "C=C[N@@+]1(/C=C/C)CC1(C)C",
  "homo_energy_ev": -14.002,
  "symbols": ["C", "C", "N", "C", "C", "C", "C", "C", "C", "C", "H", "H", "H", "H", "H", "H", "H", "H", "H", "H", "H", "H", "H", "H", "H", "H"],
  "xyz": [[1.50563, -2.39562, -0.57501], [1.10825, -1.35033, 0.10252], [-0.05590, -0.52655, -0.27167], [0.44907, 0.66434, -0.97779], [1.16553, 1.48739, -0.32568], [1.93376, 2.62027, -1.04431], [-1.29651, -1.07034, -0.78939], [-1.22840, -0.40245, 0.58039], [-1.81720, 0.97345, 0.68620], [-1.22976, -1.28514, 1.79880], [2.41592, -2.83989, -0.43341], [0.92266, -2.88883, -1.40278], [1.67084, -0.79249, 0.84157], [0.05960, 0.77614, -2.03339], [1.31456, 1.20827, 0.72822], [2.19373, 3.34725, -0.20044], [1.38281, 2.93821, -1.95145], [2.83841, 2.07540, -1.33305], [-1.68033, -2.15382, -0.71430], [-1.88319, -0.49686, -1.53569], [-2.53737, 1.25576, -0.11180], [-1.20277, 1.85860, 0.71951], [-2.39896, 1.21357, 1.70962], [-0.75580, -0.59763, 2.56563], [-0.53021, -2.23905, 1.81136], [-2.34439, -1.37964, 2.15634]],
  "lowdin_charge": [0.110, -0.108, -0.154, -0.092, -0.133, -0.034, 0.016, -0.468, -0.021, -0.021, 0.052, 0.114, 0.131, 0.174, 0.136, 0.108, 0.094, 0.084, 0.176, 0.143, 0.102, 0.066, 0.149, 0.103, 0.131, 0.140]
}

---

Version two
{
  "formula": "C9H16N",
  "method": "ωB97M-V with the def2-TZVPD basis set",
  "charge": 1,
  "homo_energy_ev": -12.458,
  "symbols": ["C", "C", "C", "C", "C", "C", "C", "H", "H", "H", "H", "H", "H", "H", "H", "C", "C", "N", "H", "H", "H", "H", "H", "H", "H", "H"],
  "xyz": [[0.27193, -3.00462, -0.02989], [-2.18999, -0.75356, 1.47241], [-2.72829, -0.06499, 0.39521], [-1.05288, -1.52476, 1.26087], [-0.63764, -1.82462, -0.05061], [-2.29543, -0.41283, -0.89067], [-1.25228, -1.21770, -1.13583], [-2.57159, -0.72166, 2.40833], [-3.75904, 0.34576, 0.21777], [-0.57455, -2.06434, 2.08119], [-2.77584, 0.22183, -1.71389], [1.29791, -2.78015, 0.36263], [0.55035, -3.35981, -1.08082], [-0.73710, -1.21417, -2.15693], [-0.24872, -3.70359, 0.56954], [1.71175, 1.59113, -0.60314], [2.59728, 2.82520, -0.53799], [0.79043, 1.52346, 0.49397], [1.26327, 1.47315, -1.59998], [2.23171, 0.57558, -0.47523], [3.57597, 2.46159, -0.91937], [2.67231, 3.31949, 0.50747], [1.43487, 1.42222, 1.31339], [0.33463, 2.33682, 0.66818], [-0.10018, 0.84904, 0.58803], [2.19108, 3.70153, -1.14466]],
  "lowdin_charge": [-0.057, -0.072, -0.098, -0.073, -0.307, -0.136, -0.083, 0.075, 0.127, 0.124, 0.137, 0.095, 0.110, 0.146, 0.072, -0.262, -0.070, 0.159, 0.136, 0.156, 0.097, 0.112, 0.193, 0.111, 0.200, 0.108]
}

---

Most stable structure, least stable structure: version two, version one.

---

Version one
{
  "formula": "C4H5N3S",
  "method": "ωB97M-V with the def2-TZVPD basis set",
  "homo_energy_ev": -8.624,
  "symbols": ["C", "C", "C", "C", "H", "H", "H", "H", "H", "N", "N", "N", "S"],
  "xyz": [[-0.35556, -0.65329, 0.62988], [0.73200, -0.12967, 0.01350], [-0.27820, 2.10231, -0.41652], [1.64221, -0.72298, -1.09426], [-1.06810, -2.98795, -0.58141], [-1.73295, -2.08030, 1.73722], [-0.93176, -0.05727, 1.54213], [1.49179, 1.74767, 0.54370], [-0.24950, 3.28216, 0.03179], [-1.00005, -2.02635, 0.39552], [0.75588, 1.34293, 0.17038], [2.53594, -1.36869, -1.56237], [-1.54169, 1.55141, -1.40956]],
  "lowdin_charge": [-0.248, -0.308, -0.658, -0.127, 0.260, 0.252, 0.164, 0.054, 0.131, -0.126, -0.043, 0.109, 0.541]
}

---

Version two
{
  "formula": "C4H5N3S",
  "method": "ωB97M-V with the def2-TZVPD basis set",
  "smiles": "C1=NNC2=NSC[C@H]12",
  "homo_energy_ev": -8.119,
  "symbols": ["C", "N", "N", "C", "N", "S", "C", "C", "H", "H", "H", "H", "H"],
  "xyz": [[-0.49990, -1.06650, 0.95628], [-0.96816, -0.27742, 1.85576], [-0.42734, 0.99425, 1.58420], [0.18619, 0.99565, 0.33128], [0.32309, 1.94103, -0.55664], [0.86094, 1.20660, -2.00785], [0.25407, -0.48139, -1.53237], [0.45058, -0.45477, -0.01708], [-0.86829, -2.08254, 1.04711], [-0.87929, 1.87032, 1.83806], [0.90168, -1.29911, -1.92705], [-0.82188, -0.60780, -1.78915], [1.48831, -0.73833, 0.21747]],
  "lowdin_charge": [-0.122, 0.069, 0.023, -0.434, -0.252, 0.823, -0.400, -0.303, 0.114, 0.145, 0.089, 0.092, 0.157]
}

---

Most stable structure, least stable structure: version two, version one.

---

Version one
{
  "formula": "C4H5N3S",
  "method": "ωB97M-V with the def2-TZVPD basis set",
  "smiles": "C/N=C\\NC(=S)C#N",
  "homo_energy_ev": -9.721,
  "symbols": ["C", "N", "C", "N", "C", "S", "C", "N", "H", "H", "H", "H", "H"],
  "xyz": [[2.22240, -0.66266, 0.04037], [1.57583, 0.66449, -0.04345], [0.28381, 0.77510, -0.04192], [-0.58919, -0.30728, -0.01692], [-1.94610, -0.13123, 0.02360], [-3.02731, -1.37324, -0.01522], [-2.40812, 1.26087, 0.01676], [-2.79318, 2.35279, 0.01083], [3.27969, -0.58502, 0.04140], [1.91290, -1.27172, 0.91652], [1.98812, -1.27604, -0.83142], [-0.16532, 1.82602, -0.03494], [-0.33353, -1.27208, -0.06560]],
  "lowdin_charge": [-0.135, -0.005, -0.200, 0.027, -0.814, 0.724, -0.251, 0.188, 0.052, 0.086, 0.073, 0.141, 0.115]
}

---

Version two
{
  "formula": "C4H5N3S",
  "method": "ωB97M-V with the def2-TZVPD basis set",
  "smiles": "Sc1nc2n(n1)CC2",
  "homo_energy_ev": -8.940,
  "symbols": ["S", "C", "N", "C", "N", "N", "C", "C", "H", "H", "H", "H", "H"],
  "xyz": [[-3.46539, -0.17945, 0.03206], [-1.72716, -0.06980, -0.18895], [-0.98269, -1.27317, -0.28431], [0.18954, -0.80977, -0.44573], [0.23327, 0.57539, -0.60381], [-1.05701, 1.01843, -0.27989], [1.47459, 0.69341, 0.21048], [1.58193, -0.84548, 0.12278], [-3.58043, 1.16980, 0.04248], [1.20311, 1.07843, 1.19736], [2.24809, 1.28315, -0.27793], [1.57070, -1.41047, 1.05509], [2.31144, -1.23047, -0.57962]],
  "lowdin_charge": [0.787, -0.790, 0.128, -0.335, -0.058, 0.068, -0.081, -0.056, -0.118, 0.123, 0.108, 0.118, 0.106]
}

---

Most stable structure, least stable structure: version one, version two.

---

Version one
{
  "formula": "C3H6F2S",
  "method": "ωB97M-V with the def2-TZVPD basis set",
  "homo_energy_ev": -8.214,
  "symbols": ["C", "C", "C", "H", "H", "H", "H", "H", "H", "F", "F", "S"],
  "xyz": [[-0.79738, -1.80455, -0.02021], [0.13666, -1.47921, -1.12452], [0.41928, 2.21669, 0.80745], [-0.37644, -2.07909, 0.94347], [-1.72819, -2.30676, -0.26802], [1.20396, -1.52895, -0.92308], [-0.14997, -1.75711, -2.13412], [-0.21509, 1.60452, 1.45971], [-0.10443, 3.09882, 0.42550], [0.82889, 1.46083, -0.24137], [1.50547, 2.62375, 1.51013], [-0.72277, -0.04894, -0.43493]],
  "lowdin_charge": [-0.463, -0.435, -0.318, 0.068, 0.059, 0.073, 0.067, 0.091, 0.130, -0.190, 0.015, 0.903]
}

---

Version two
{
  "formula": "C3H6F2S",
  "method": "ωB97M-V with the def2-TZVPD basis set",
  "smiles": "CSCC(F)F",
  "homo_energy_ev": -9.156,
  "symbols": ["C", "S", "C", "C", "F", "F", "H", "H", "H", "H", "H", "H"],
  "xyz": [[-1.68291, 0.84076, 0.22446], [-1.27699, -0.91150, -0.22541], [0.48275, -1.02967, 0.14425], [1.40147, -0.15488, -0.46755], [2.68884, -0.37993, 0.23928], [1.00349, 1.10042, -0.28166], [-1.45503, 1.08301, 1.25707], [-2.76803, 0.88423, 0.09181], [-1.36353, 1.54923, -0.53034], [0.71982, -0.70325, 1.19166], [0.73674, -2.06781, -0.11583], [1.51337, -0.21060, -1.52775]],
  "lowdin_charge": [-0.383, 0.830, -0.483, -0.443, -0.038, 0.052, 0.042, 0.025, 0.027, 0.123, 0.098, 0.150]
}

---

Most stable structure, least stable structure: version two, version one.

---

Version one
{
  "formula": "CH3NS3",
  "method": "ωB97M-V with the def2-TZVPD basis set",
  "homo_energy_ev": [-7.230, -7.180],
  "symbols": ["C", "N", "S", "S", "S", "H", "H", "H"],
  "xyz": [[0.02670, 0.01618, 0.43152], [0.43099, -0.35835, -0.78345], [-2.28470, 0.05704, -1.64294], [1.23796, 0.26103, 1.62894], [-0.51240, -0.57490, -2.13563], [1.44318, -0.41655, -0.71609], [0.58697, 1.22648, 2.49519], [-0.92871, -0.21094, 0.72246]],
  "lowdin_charge": [-0.642, -0.479, -0.007, 0.756, 0.330, 0.083, -0.047, 0.006]
}

---

Version two
{
  "formula": "CH3NS3",
  "method": "ωB97M-V with the def2-TZVPD basis set",
  "homo_energy_ev": [-7.038, -7.038],
  "symbols": ["C", "N", "S", "S", "S", "H", "H", "H"],
  "xyz": [[-0.32489, -0.04808, 0.16582], [-1.12082, -1.06303, -0.07785], [-3.43687, 0.90002, 0.04534], [1.38434, -0.22319, 0.10955], [-2.92000, -0.98516, 0.00159], [-0.74174, -1.95648, 0.19379], [1.51194, 1.07594, -0.43590], [-0.84515, 1.00765, 0.30841]],
  "lowdin_charge": [-0.659, -0.393, -0.067, 0.779, 0.251, 0.084, -0.060, 0.065]
}

---

Most stable structure, least stable structure: version two, version one.

---

Version one
{
  "formula": "CH2N4O",
  "method": "ωB97M-V with the def2-TZVPD basis set",
  "smiles": "[H]/N=N/N=C=NO",
  "homo_energy_ev": -9.805,
  "symbols": ["H", "N", "N", "N", "C", "N", "O", "H"],
  "xyz": [[-3.12524, 0.17666, 0.68303], [-2.38463, 0.30466, -0.02127], [-1.64224, -0.66796, 0.13090], [-0.58400, -0.66598, -0.80650], [0.48860, -0.15417, -0.48981], [1.52305, 0.50848, -0.34822], [2.59095, -0.12533, 0.28472], [3.13350, 0.62364, 0.56715]],
  "lowdin_charge": [0.063, 0.067, -0.090, 0.066, -0.181, 0.023, -0.046, 0.097]
}

---

Version two
{
  "formula": "CH2N4O",
  "method": "ωB97M-V with the def2-TZVPD basis set",
  "homo_energy_ev": -8.872,
  "symbols": ["N", "C", "N", "O", "N", "N", "H", "H"],
  "xyz": [[1.54675, 0.00400, -0.09594], [0.28239, -0.04656, -0.36463], [-0.69500, -0.18222, -1.28321], [-1.86490, -0.08597, -0.50943], [-1.63576, 0.09089, 0.76893], [-0.37025, 0.11298, 0.85385], [2.22891, -0.09254, -0.81923], [0.50786, 0.19943, 1.44966]],
  "lowdin_charge": [0.066, -0.545, 0.127, -0.063, 0.115, 0.074, 0.030, 0.195]
}

---

Version three
{
  "formula": "CH2N4O",
  "method": "ωB97M-V with the def2-TZVPD basis set",
  "smiles": "On1cnnn1",
  "homo_energy_ev": -10.843,
  "symbols": ["O", "N", "C", "N", "N", "N", "H", "H"],
  "xyz": [[0.82175, 1.26401, 0.90607], [0.35178, 0.34091, 0.01407], [0.09462, -0.92848, 0.37113], [-0.56520, -1.45053, -0.68347], [-0.73342, -0.43544, -1.53897], [-0.09173, 0.63284, -1.20605], [0.09536, 1.86745, 0.76501], [0.02685, -1.29077, 1.37220]],
  "lowdin_charge": [0.084, -0.230, -0.098, 0.015, -0.065, 0.062, 0.111, 0.121]
}

---

Version four
{
  "formula": "CH2N4O",
  "method": "ωB97M-V with the def2-TZVPD basis set",
  "homo_energy_ev": [-11.741, -11.816],
  "symbols": ["C", "N", "N", "N", "N", "O", "H", "H"],
  "xyz": [[0.64871, 0.19935, 2.31390], [1.68779, 0.59089, 2.98638], [1.14543, 1.24971, 3.99316], [-0.11748, 1.22817, 3.97672], [-0.19810, -0.46020, -0.30364], [-0.48570, 0.53968, 2.89546], [0.58516, -0.62628, -1.04405], [-0.27900, -1.36961, 0.26608]],
  "lowdin_charge": [-0.089, 0.032, -0.032, 0.024, 0.060, -0.009, 0.020, -0.006]
}

---

Most stable structure, least stable structure: version three, version four.

---

Version one
{
  "formula": "C4H5N2O2",
  "method": "ωB97M-V with the def2-TZVPD basis set",
  "charge": 1,
  "homo_energy_ev": [-14.974, -14.975],
  "symbols": ["C", "C", "C", "C", "N", "N", "O", "O", "H", "H", "H", "H", "H"],
  "xyz": [[1.49239, 1.02753, -0.02805], [0.90957, 1.00913, -1.25933], [0.87772, 0.03342, 0.94815], [-1.39981, -1.08773, 0.58584], [-0.13104, -0.68501, 0.38602], [-0.18894, 0.22020, -1.31986], [1.18756, 0.02947, 2.13411], [-1.27517, 0.05111, -1.71241], [2.42055, 1.57999, 0.43761], [1.22432, 1.57827, -2.04304], [-1.92671, -0.62523, 1.36929], [-1.86207, -0.96804, -0.43430], [-1.32837, -2.16312, 0.93597]],
  "lowdin_charge": [0.217, 0.028, -0.419, -0.050, 0.095, 0.036, 0.158, 0.233, 0.210, 0.120, 0.101, 0.119, 0.152]
}

---

Version two
{
  "formula": "C4H5N2O2",
  "method": "ωB97M-V with the def2-TZVPD basis set",
  "charge": 1,
  "homo_energy_ev": -15.454,
  "symbols": ["C", "C", "C", "C", "N", "N", "O", "O", "H", "H", "H", "H", "H"],
  "xyz": [[0.77458, 1.58223, 0.59079], [-0.70639, 0.09392, -1.21433], [0.51175, 0.22156, 0.90033], [0.11420, -0.71684, -0.24746], [-0.61912, 2.36467, -1.81024], [-0.36687, 1.48103, -0.96734], [1.25718, 2.54002, 0.95866], [-1.58487, -0.12886, -2.00529], [1.40411, -0.25181, 1.53540], [-0.30616, 0.18083, 1.55367], [-0.36313, -1.65615, -0.02604], [0.96533, -0.96759, -0.72708], [-1.11786, 2.06417, -2.60418]],
  "lowdin_charge": [-0.145, -0.343, -0.076, -0.032, 0.312, 0.039, 0.337, 0.200, 0.218, 0.140, 0.154, 0.104, 0.093]
}

---

Version three
{
  "formula": "C4H5N2O2",
  "method": "ωB97M-V with the def2-TZVPD basis set",
  "charge": 1,
  "homo_energy_ev": [-14.087, -14.086],
  "symbols": ["C", "C", "C", "C", "N", "N", "O", "O", "H", "H", "H", "H", "H"],
  "xyz": [[0.51466, 1.32964, -0.05228], [1.67980, 0.66773, -0.13399], [-0.53479, 0.29363, 0.10592], [1.49769, -0.73655, 0.07142], [0.05010, -0.84003, 0.22028], [-3.05905, -0.03073, 0.07796], [-3.48134, 0.99953, 0.28422], [-3.15197, -1.14351, -0.08441], [0.38899, 2.42051, -0.48583], [2.67500, 1.13112, -0.27063], [1.66556, -1.32465, -0.81049], [2.05887, -1.01960, 0.97140], [-0.30351, -1.74708, 0.10644]],
  "lowdin_charge": [-0.039, -0.061, 0.015, -0.139, 0.036, -0.178, 0.311, 0.296, 0.160, 0.145, 0.153, 0.164, 0.137]
}

---

Most stable structure, least stable structure: version two, version one.